Record 1
Molecular formula: C17H27AlBBrCl2FMgNNaO14S2
Method: DFT, ωB97M-V with the def2-TZVPD basis set

Results
- Maximum force: 8.15 eV/Å
- Lowest unoccupied orbital energy: -11.937 eV
- E_tot: -6791.2223 hartree
- Gap between HOMO and LUMO: 1.22 eV
- E_HOMO: -13.16 eV

```
! wB97M-V def2-TZVPD RIJCOSX def2/J DEFGRID3
* xyz 3 1
O -0.62 -1.01 1.53
S -0.25 0.47 1.77
O 1.05 0.49 2.51
C -0.03 1.49 0.23
C -1.50 1.80 -0.35
C -2.41 2.41 0.84
O -3.60 3.01 0.33
B -4.71 2.12 0.28
O -4.82 0.97 -0.56
O -5.80 2.39 1.18
C -2.63 1.39 2.04
O -1.32 1.27 2.73
H 0.52 2.45 0.54
H 0.67 0.98 -0.54
H -1.99 0.92 -0.84
H -1.36 2.66 -1.08
H -1.78 3.26 1.26
H -5.61 0.44 -0.26
H -5.88 1.64 1.80
H -3.34 1.78 2.84
H -2.89 0.33 1.72
C -1.29 4.42 -4.16
C -0.47 3.86 -3.05
N 0.18 3.43 -2.19
H -1.54 5.46 -3.95
H -0.73 4.37 -5.10
H -2.21 3.84 -4.27
Na 0.39 -0.82 -0.68
O 4.92 -3.07 0.72
S 3.97 -3.71 -0.20
O 3.10 -2.69 -0.80
O 3.17 -4.70 0.54
O 4.71 -4.40 -1.28
Mg -6.62 0.89 -2.11
O -1.10 -3.39 -2.68
H -1.84 -3.63 -2.11
H -0.98 -4.17 -3.24
C 0.08 -1.41 -6.22
C 0.03 0.02 -6.66
O -0.67 0.66 -5.58
C -0.49 -0.11 -4.48
O -0.81 0.22 -3.37
O 0.07 -1.30 -4.79
H 0.97 -1.92 -6.56
H -0.80 -1.98 -6.53
H 1.02 0.47 -6.75
H -0.51 0.15 -7.59
Br -0.42 -1.91 3.21
Cl 4.47 -8.26 2.04
C 2.88 -7.93 2.79
C 1.78 -8.78 2.18
Cl 1.43 -8.31 0.50
H 2.67 -6.86 2.68
H 2.98 -8.15 3.85
H 0.86 -8.64 2.75
H 2.04 -9.84 2.19
Al 6.58 -7.00 2.69
F 4.38 4.23 3.98
C 3.05 4.36 4.09
C 2.23 3.41 3.51
C 0.85 3.55 3.62
C 0.31 4.64 4.30
C 1.15 5.59 4.87
C 2.53 5.45 4.77
H 2.66 2.57 2.98
H 0.19 2.81 3.18
H -0.77 4.75 4.38
H 0.73 6.44 5.39
H 3.20 6.17 5.21
*
```

---

Record 2
Molecular formula: C17H27AlBrCl3F5KLiN6NaO5P
Method: DFT, ωB97M-V with the def2-TZVPD basis set

Results
- Maximum force: 15.36 eV/Å
- Lowest unoccupied orbital energy: -10.362 eV
- E_tot: -7174.3108 hartree
- Gap between HOMO and LUMO: 2.00 eV
- E_HOMO: -12.37 eV

```
! wB97M-V def2-TZVPD RIJCOSX def2/J DEFGRID3
* xyz 3 1
F 2.86 -2.36 2.72
C 3.14 -1.27 1.72
F 4.59 -1.37 1.41
F 2.31 -1.62 0.52
C 2.67 0.13 2.42
F 2.48 -0.13 3.89
F 1.34 0.48 1.80
N 3.62 1.29 2.25
C 5.05 1.48 2.71
N 5.39 2.88 2.24
N 4.35 3.52 1.60
C 3.15 2.58 1.55
H 5.70 0.69 3.28
H 4.31 4.49 1.20
H 2.09 2.83 1.09
Cl 4.30 1.21 -2.06
C 5.13 -0.22 -2.58
C 6.29 -0.17 -3.36
Cl 7.01 1.32 -3.86
C 6.91 -1.36 -3.76
C 6.37 -2.59 -3.38
C 5.22 -2.64 -2.60
C 4.60 -1.45 -2.20
H 7.81 -1.33 -4.37
H 6.86 -3.51 -3.70
H 4.80 -3.60 -2.30
H 3.70 -1.50 -1.60
C 10.53 0.68 -5.03
O 9.34 0.36 -4.80
O 10.84 1.82 -4.42
O 11.43 0.13 -5.71
H 9.93 1.89 -4.05
Na 4.53 -0.57 4.67
Cl -0.33 -0.26 0.87
O -1.84 2.65 1.31
H -2.52 2.09 1.63
K 4.64 -2.81 0.41
Li 0.47 1.21 3.62
O -4.64 0.50 0.86
P -6.06 0.07 1.31
N -5.82 -1.54 0.78
C -5.61 -1.87 -0.62
C -4.83 -2.26 1.59
N -6.89 1.02 0.16
C -7.69 0.53 -0.94
C -6.29 2.31 -0.20
N -7.69 -0.42 1.82
C -8.06 0.30 3.04
C -8.17 -1.80 1.93
H -5.43 -2.95 -0.75
H -4.76 -1.33 -1.06
H -6.50 -1.68 -1.22
H -5.02 -2.09 2.65
H -3.81 -1.92 1.37
H -4.89 -3.34 1.42
H -7.08 0.31 -1.82
H -8.44 1.27 -1.24
H -8.26 -0.37 -0.69
H -5.50 2.18 -0.95
H -5.87 2.80 0.68
H -7.04 3.00 -0.61
H -7.51 -0.08 3.91
H -9.13 0.23 3.24
H -7.83 1.37 2.94
H -7.60 -2.38 2.66
H -8.15 -2.31 0.96
H -9.23 -1.82 2.23
Br 10.31 3.77 -4.34
Al 4.44 3.54 -2.25
*
```

---

Record 3
Molecular formula: C17H27BN4O6S
Method: DFT, ωB97M-V with the def2-TZVPD basis set

Results
- Maximum force: 0.96 eV/Å
- Lowest unoccupied orbital energy: 0.213 eV
- E_tot: -1757.5325 hartree
- Gap between HOMO and LUMO: 9.44 eV
- E_HOMO: -9.23 eV

```
! wB97M-V def2-TZVPD RIJCOSX def2/J DEFGRID3
* xyz 0 1
C -3.21 1.44 1.30
N -3.14 1.31 -0.17
C -2.55 2.49 -0.80
B -2.88 0.02 -0.65
O -3.27 -1.06 0.15
C -2.25 -0.44 -2.07
C -0.85 -1.03 -1.89
C 0.14 -0.05 -1.28
O -0.17 0.20 0.10
C 1.60 -0.48 -1.45
N 2.56 0.60 -1.68
C -3.18 -1.48 -2.78
O -3.82 -0.77 -3.85
S -2.75 0.23 -4.45
O -3.42 1.34 -5.02
O -1.77 -0.50 -5.18
O -2.14 0.65 -3.04
H -2.67 0.65 1.81
H -2.76 2.39 1.58
H -4.24 1.46 1.65
H -2.72 2.48 -1.87
H -3.02 3.38 -0.40
H -1.47 2.54 -0.61
H -2.71 -1.83 0.12
H -0.49 -1.35 -2.87
H -0.91 -1.94 -1.27
H -0.01 0.92 -1.76
H -0.34 -0.63 0.55
H 1.71 -1.21 -2.25
H 1.90 -0.98 -0.52
H 2.63 1.17 -0.84
H 2.23 1.22 -2.41
H -3.97 -1.85 -2.13
H -2.60 -2.31 -3.19
N -1.73 2.36 4.42
C -0.71 2.79 3.69
C 0.51 3.17 4.22
C 0.69 3.10 5.59
C -0.36 2.64 6.37
C -1.55 2.28 5.74
H -0.88 2.83 2.62
H 1.30 3.52 3.56
H 1.63 3.39 6.04
H -0.27 2.56 7.44
H -2.39 1.93 6.32
N 4.00 -2.76 -1.94
C 4.78 -1.98 -1.19
C 5.61 -2.47 -0.19
C 5.64 -3.84 0.04
C 4.83 -4.66 -0.73
C 4.03 -4.07 -1.71
H 4.72 -0.92 -1.40
H 6.22 -1.79 0.38
H 6.27 -4.25 0.81
H 4.82 -5.73 -0.59
H 3.39 -4.68 -2.33
*
```

---

Record 4
Molecular formula: C17H27ClN2O3S2
Method: DFT, ωB97M-V with the def2-TZVPD basis set

Results
- Maximum force: 0.23 eV/Å
- Lowest unoccupied orbital energy: 0.486 eV
- E_tot: -2255.7826 hartree
- Gap between HOMO and LUMO: 9.43 eV
- Energy relative to the best compared isomer or geometry (same formula, charge and spin): 26.4 kJ/mol
- E_HOMO: -8.94 eV
- SMILES: CCS[C@H](C)C(=O)N(C)CCOCCN(C)C(=O)c1c(C)csc1Cl

```
! wB97M-V def2-TZVPD RIJCOSX def2/J DEFGRID3
* xyz 0 1
C -3.14 1.77 -0.36
C -1.67 1.97 -0.72
S -1.31 1.07 -2.25
C 0.49 1.33 -2.38
C 0.85 2.73 -2.82
C 1.03 0.29 -3.37
O 1.33 0.63 -4.50
N 1.17 -1.00 -2.94
C 1.71 -1.98 -3.87
C 0.76 -1.50 -1.64
C -0.45 -2.42 -1.71
O -0.82 -2.81 -0.40
C -1.65 -1.86 0.23
C -1.59 -2.09 1.75
N -0.89 -1.02 2.44
C -1.63 0.21 2.66
C 0.40 -1.23 2.83
O 1.00 -2.27 2.64
C 1.10 -0.08 3.48
C 1.92 0.84 2.75
C 2.09 0.76 1.26
C 2.50 1.76 3.57
S 2.09 1.53 5.22
C 1.10 0.18 4.82
Cl 0.23 -0.67 6.02
H -3.38 2.30 0.56
H -3.79 2.15 -1.15
H -3.36 0.71 -0.22
H -1.46 3.03 -0.86
H -1.02 1.59 0.07
H 0.91 1.13 -1.39
H 1.94 2.84 -2.90
H 0.43 2.94 -3.80
H 0.48 3.47 -2.11
H 2.22 -1.46 -4.68
H 2.42 -2.62 -3.33
H 0.93 -2.62 -4.29
H 1.59 -2.05 -1.19
H 0.53 -0.67 -0.98
H -1.28 -1.91 -2.22
H -0.22 -3.33 -2.26
H -1.32 -0.84 0.00
H -2.68 -1.96 -0.15
H -2.60 -2.15 2.17
H -1.07 -3.02 1.93
H -1.02 0.93 3.20
H -1.92 0.65 1.70
H -2.53 0.01 3.24
H 2.79 1.52 0.90
H 2.47 -0.23 0.98
H 1.14 0.90 0.76
H 3.17 2.55 3.29
*
```

---

Record 5
Molecular formula: C17H27ClN2P2S
Method: DFT, ωB97M-V with the def2-TZVPD basis set

Results
- Maximum force: 0.76 eV/Å
- Lowest unoccupied orbital energy: -0.623 eV
- E_tot: -2314.5543 hartree
- Gap between HOMO and LUMO: 6.98 eV
- E_HOMO: -7.61 eV

```
! wB97M-V def2-TZVPD RIJCOSX def2/J DEFGRID3
* xyz 0 1
C -4.25 -2.74 -1.37
C -3.22 -1.68 -0.98
P -1.99 -1.42 -2.33
C -3.10 -1.18 -3.77
C -1.25 0.20 -1.81
C -0.14 0.08 -0.85
P 0.11 -1.62 -0.15
C -0.14 -1.30 1.65
C 1.91 -1.97 -0.32
C 2.50 -1.44 -1.63
C 0.59 1.15 -0.44
C 1.75 1.11 0.52
C 1.60 2.04 1.73
C 2.21 1.57 3.07
C 1.11 1.35 4.12
C 3.10 0.33 2.99
C 0.26 2.42 -1.00
N 0.91 3.58 -0.78
S 0.14 4.70 -1.61
N -1.02 3.83 -2.30
C -0.84 2.57 -1.88
C -1.60 1.44 -2.25
Cl -2.95 1.80 -3.28
H -4.77 -3.09 -0.47
H -3.78 -3.61 -1.82
H -5.02 -2.34 -2.04
H -2.63 -2.07 -0.14
H -3.69 -0.75 -0.67
H -3.40 -2.19 -4.07
H -4.00 -0.61 -3.57
H -2.58 -0.73 -4.61
H -1.18 -1.04 1.80
H 0.08 -2.23 2.17
H 0.47 -0.50 2.07
H 2.49 -1.63 0.55
H 1.98 -3.06 -0.33
H 2.56 -0.36 -1.63
H 1.88 -1.76 -2.47
H 3.50 -1.85 -1.78
H 2.64 1.38 -0.05
H 1.89 0.09 0.84
H 0.54 2.27 1.88
H 2.06 3.00 1.48
H 2.83 2.38 3.46
H 1.52 1.17 5.11
H 0.47 0.51 3.83
H 0.47 2.24 4.17
H 2.50 -0.59 3.06
H 3.79 0.30 3.84
H 3.67 0.26 2.07
*
```

---

Record 6
Molecular formula: C17H27F2O10V
Method: DFT, ωB97M-V with the def2-TZVPD basis set

Results
- Maximum force: 2.51 eV/Å
- Lowest unoccupied orbital energy (spin up / spin down): 2.314 / 2.313 eV
- E_tot: -2560.2537 hartree
- Gap between HOMO and LUMO (spin up / spin down): 7.49 / 7.73 eV
- E_HOMO (spin up / spin down): -5.17 / -5.42 eV
- Expectation value of S²: 0.7716

```
! wB97M-V def2-TZVPD RIJCOSX def2/J DEFGRID3
* xyz -1 2
O 1.62 -0.07 -0.31
V 0.53 0.93 -0.86
F 1.57 1.57 -2.62
F 1.03 2.61 0.35
C -2.42 0.14 0.77
O -1.09 0.41 0.51
H -3.08 0.98 0.54
H -2.83 -0.77 0.30
H -2.66 -0.11 1.82
O 2.11 1.03 6.60
C 1.81 0.82 5.46
O 0.55 1.06 5.02
C 0.40 0.85 3.62
C 1.69 0.15 3.18
C 2.69 0.40 4.27
H 0.37 1.77 3.03
H -0.49 0.32 3.30
H 2.08 0.47 2.22
H 1.62 -0.91 2.93
H 3.39 1.21 4.09
H 3.25 -0.50 4.52
O -1.07 1.96 -2.06
C -1.93 2.74 -1.76
O -3.15 2.71 -2.34
C -3.90 3.90 -2.16
C -3.09 4.76 -1.16
C -1.81 3.95 -0.89
H -4.89 3.53 -1.92
H -3.96 4.40 -3.13
H -3.65 5.00 -0.26
H -2.89 5.70 -1.68
H -1.73 3.50 0.11
H -0.92 4.56 -1.03
O 4.42 -5.24 -1.14
C 4.40 -4.43 -0.25
O 3.59 -4.59 0.82
C 3.49 -3.37 1.62
C 4.00 -2.30 0.67
C 5.03 -3.05 -0.20
H 4.12 -3.34 2.51
H 2.42 -3.33 1.77
H 4.64 -1.53 1.12
H 3.24 -1.73 0.15
H 6.03 -3.03 0.24
H 5.04 -2.61 -1.20
O -0.18 -0.75 -2.30
C -1.25 -1.23 -2.53
O -1.50 -2.56 -2.24
C -2.76 -2.99 -2.80
C -3.21 -1.80 -3.66
C -2.48 -0.61 -3.13
H -3.55 -3.24 -2.09
H -2.46 -3.83 -3.43
H -4.28 -1.64 -3.74
H -2.81 -1.91 -4.67
H -2.89 -0.19 -2.20
H -2.19 0.24 -3.75
*
```